Entry 1:
Formula: C20H31BrCrF2O
Source: the Open Molecules 2025 dataset
Level of theory: ωB97M-V/def2-TZVPD

Positions of all 56 atoms, in Å:
Cr 0.66539 0.34063 0.87078
C 1.53561 2.82271 6.47517
C 0.97167 1.39505 6.55964
C 0.01334 1.34217 7.75167
C 2.12587 0.41829 6.83595
C 0.29258 1.02315 5.23908
C 1.03876 1.04808 4.04096
C 0.46924 0.70983 2.83883
Br 3.04447 1.12700 0.42114
C -0.88627 0.27441 2.79886
O -1.21354 -0.12196 1.58129
C -1.68293 0.28812 3.95888
C -1.03972 0.65639 5.15833
C -3.17834 -0.05294 4.03043
C -3.94746 1.15473 4.59293
C -3.79286 -0.39520 2.66968
C -3.40065 -1.25420 4.96434
H 2.02570 3.11021 7.41344
H 0.72934 3.52978 6.26823
H 2.26196 2.90229 5.66681
H 0.54070 1.62451 8.66837
H -0.39064 0.33593 7.88468
H -0.82277 2.03083 7.60937
H 2.64774 0.67238 7.76691
H 2.84564 0.43777 6.01728
H 1.74093 -0.60074 6.91597
H 2.08576 1.34795 4.06264
H -1.63965 0.64643 6.06280
H -3.79051 2.02070 3.94687
H -3.60148 1.41430 5.59606
H -5.02272 0.94454 4.64089
H -3.65072 0.42310 1.96553
H -4.86708 -0.59164 2.78595
H -3.31238 -1.26921 2.23491
H -3.04970 -1.04040 5.97676
H -2.84708 -2.11857 4.59157
H -4.46414 -1.51662 5.01608
F -1.32550 2.51383 0.33528
C 0.00070 2.13595 0.06201
F -0.06253 1.63713 -1.29309
H 0.52334 3.09374 -0.04740
C 1.47323 -4.08490 -0.20872
C 2.00756 -2.66195 0.02782
C 2.83272 -2.24710 -1.20019
C 2.94475 -2.68208 1.25022
C 0.88726 -1.67735 0.29026
H 2.28270 -4.79874 -0.41271
H 0.78677 -4.09089 -1.05990
H 0.92401 -4.43037 0.67135
H 3.64940 -2.96012 -1.38167
H 3.25834 -1.25637 -1.04577
H 2.19916 -2.21105 -2.09031
H 3.82467 -3.31112 1.05825
H 3.27538 -1.66610 1.47167
H 2.41937 -3.07005 2.12688
H -0.04136 -2.23698 0.48546

Values from the calculation:
- highest occupied orbital energy (spin up / spin down) (eV) = -0.6 / -0.9
- 2S+1 = 5
- net charge = -2
- LUMO level (spin up / spin down) (eV) = 4.677 / 4.676
- orbital gap (spin up / spin down) (eV) = 5.28 / 5.61

***

Entry 2:
Formula: C4H6N2O2
Source: the Open Molecules 2025 dataset
Level of theory: ωB97M-V/def2-TZVPD

Positions of all 14 atoms, in Å:
O -2.39211 -1.18028 -0.21046
C -1.42986 -0.47587 0.11830
C -1.37156 1.04885 -0.22147
N -0.12785 1.81387 0.06478
C 0.97272 1.11590 -0.03030
N 1.02040 -0.20766 -0.41199
O 2.34329 -0.88270 -0.23817
C -0.07707 -0.99759 0.13144
H -2.15343 1.64474 0.30843
H -1.50680 0.93078 -1.29091
H 1.91454 1.54578 0.12552
H 2.56932 -1.16986 0.57111
H 0.23189 -1.09018 1.18112
H 0.00650 -2.09577 -0.09739

Values from the calculation:
- highest occupied orbital energy (eV) = -9.6
- 2S+1 = 1
- structure (SMILES) = O=C1CN=CN(O)C1
- net charge = 0
- LUMO level (eV) = 0.283
- orbital gap (eV) = 9.92
- relative energy (zero: lowest compared OMol25 entry of this formula, charge and spin) (kcal/mol) = 103.3

***

Entry 3:
Formula: CAuF4NO2S2
Source: the Open Molecules 2025 dataset
Level of theory: ωB97M-V/def2-TZVPD

Positions of all 11 atoms, in Å:
Au -1.42217 -0.87701 -2.16715
F -1.70278 -2.11785 -0.46799
N -0.28267 -0.32027 1.04742
S -1.50498 -1.31037 1.24838
O -1.43742 -1.84516 2.60649
S -0.35581 0.90519 -0.03971
O -0.54070 0.37750 -1.47482
C 1.50364 1.22743 -0.16523
F 1.63482 2.44658 -0.65494
F 2.02284 1.14675 1.04056
F 2.08524 0.36720 -0.97301

Values from the calculation:
- highest occupied orbital energy (spin up / spin down) (eV) = -20.5 / -20.4
- 2S+1 = 3
- net charge = +2
- LUMO level (spin up / spin down) (eV) = -11.482 / -14.121
- orbital gap (spin up / spin down) (eV) = 9.04 / 6.30
- relative energy (zero: lowest compared OMol25 entry of this formula, charge and spin) (kcal/mol) = 0.0

***

Entry 4:
Formula: C20H22N2O5S
Source: the Open Molecules 2025 dataset
Level of theory: ωB97M-V/def2-TZVPD

Positions of all 50 atoms, in Å:
C -0.96453 2.25796 -0.58746
C 0.35384 2.12049 0.14092
O 0.63252 2.69879 1.16104
N 1.21256 1.26357 -0.50594
C 2.39490 0.75872 0.05467
C 3.33619 1.46733 0.71100
C 3.45038 2.90069 0.87200
C 2.96945 3.80498 -0.07723
C 3.12267 5.16414 0.10876
C 3.74893 5.64891 1.24566
C 4.24443 4.76242 2.18824
C 4.11008 3.40199 1.99711
C 2.56250 -0.70777 -0.03819
O 3.46103 -1.34648 0.44906
O 1.56421 -1.26699 -0.75900
C 1.52442 -2.68321 -0.84338
C 0.09166 -3.13570 -0.89426
C -0.24724 -4.34069 -1.50186
C -1.56479 -4.76362 -1.55146
C -2.56804 -3.97577 -1.00834
C -2.22480 -2.77943 -0.41075
S -3.48675 -1.73386 0.31279
O -3.05715 -1.31609 1.61125
O -4.76408 -2.37878 0.18808
N -3.42123 -0.36321 -0.70061
C -4.22906 0.69554 -0.11994
C -3.83378 -0.71632 -2.04184
C -0.91381 -2.35642 -0.33583
H -1.51907 1.32212 -0.52614
H -0.79728 2.50179 -1.63434
H -1.54656 3.04586 -0.11868
H 0.81206 0.67750 -1.22598
H 4.10842 0.87270 1.18409
H 2.49794 3.43611 -0.97527
H 2.74790 5.85274 -0.63473
H 3.85480 6.71351 1.39372
H 4.73973 5.13583 3.07263
H 4.49451 2.71142 2.73340
H 2.06559 -3.00433 -1.74161
H 2.04138 -3.10408 0.03034
H 0.53009 -4.95334 -1.93428
H -1.81069 -5.70454 -2.01910
H -3.60565 -4.26818 -1.03261
H -3.89110 0.84046 0.90321
H -4.08575 1.61184 -0.69145
H -5.29237 0.43223 -0.11269
H -4.85886 -1.10303 -2.05852
H -3.15941 -1.48299 -2.41973
H -3.76873 0.16503 -2.67870
H -0.69466 -1.42660 0.16343

Values from the calculation:
- highest occupied orbital energy (eV) = -8.4
- 2S+1 = 1
- structure (SMILES) = CC(=O)N/C(=C\c1ccccc1)C(=O)OCc1cccc(S(=O)(=O)N(C)C)c1
- net charge = 0
- LUMO level (eV) = 0.099
- orbital gap (eV) = 8.53
- relative energy (zero: lowest compared OMol25 entry of this formula, charge and spin) (kcal/mol) = 33.5

***

Entry 5:
Formula: C32H82O24P4
Source: the Open Molecules 2025 dataset
Level of theory: ωB97M-V/def2-TZVPD

Positions of all 142 atoms, in Å:
C 0.38730 -0.95042 5.49631
O 0.03931 -1.85386 4.51218
P -1.28028 -2.73556 4.70475
O -1.34911 -3.71759 5.80606
O -2.60720 -1.72114 4.54356
C -2.79574 -0.93050 3.39758
O -1.35352 -3.55825 3.27106
C -2.57009 -4.29745 2.92337
H 1.44629 -0.71345 5.59862
H 0.07761 -1.25305 6.49663
H -0.19893 -0.05199 5.30338
H -3.08691 0.10283 3.58612
H -3.63152 -1.25243 2.77633
H -1.82756 -0.89369 2.89821
H -3.43688 -3.75355 3.29879
H -2.59988 -5.30779 3.33133
H -2.77223 -4.40342 1.85753
C 1.25959 7.24206 -0.31240
O 2.20384 6.31556 0.08226
P 1.84154 4.73173 0.36738
O 2.96466 3.87559 0.92298
O 1.06744 4.27627 -1.00025
C 1.26603 3.00062 -1.37541
O 0.64136 4.90208 1.44022
C 0.87141 5.65275 2.65615
H 1.65346 7.75740 -1.18841
H 1.11237 8.01253 0.44444
H 0.31287 6.77897 -0.59059
H 1.97277 2.88696 -2.19742
H 0.35047 2.57311 -1.78419
H 1.45644 2.27442 -0.58518
H 1.20319 6.65590 2.38837
H 1.65949 5.24329 3.28811
H 0.00925 5.63988 3.32296
C 2.73938 -2.39200 -4.07544
O 1.52278 -1.67788 -3.73486
P 1.57354 -0.00844 -3.62323
O 0.22996 0.65075 -3.63170
O 2.48579 0.32917 -4.87945
C 2.37812 1.58878 -5.55054
O 2.50766 0.28751 -2.35979
C 3.91556 0.04797 -2.37791
H 2.55091 -2.96065 -4.98605
H 2.96402 -3.07284 -3.25441
H 3.66682 -1.82894 -4.17996
H 1.55011 2.24529 -5.28318
H 2.18163 1.25573 -6.56965
H 3.26517 2.21789 -5.47663
H 4.41253 0.87159 -1.86530
H 4.30560 0.18280 -3.38676
H 4.21139 -0.94908 -2.05159
C -2.72171 -1.19823 -4.61163
O -3.24268 -1.24756 -3.34529
P -4.77245 -0.90281 -2.98250
O -5.28248 0.32652 -3.60953
O -5.62803 -2.25264 -3.17730
C -6.42805 -2.61235 -4.25610
O -4.72627 -0.80334 -1.36566
C -4.27549 -1.86963 -0.51830
H -3.10699 -0.36254 -5.19582
H -3.00649 -2.12670 -5.10657
H -1.64787 -1.15383 -4.79325
H -7.04260 -1.76498 -4.56008
H -7.09147 -3.44964 -4.03950
H -5.78242 -3.02577 -5.03092
H -4.25666 -2.81556 -1.05954
H -4.99568 -1.94174 0.29670
H -3.30268 -1.64287 -0.08204
C 2.25057 1.77739 3.77499
O 0.94182 2.31411 4.07123
C -0.11878 1.88546 3.24986
C -1.41565 2.62011 3.58244
O -2.07700 2.06895 4.73980
C -3.15830 2.87216 5.11754
H 2.54972 1.78883 2.72691
H 2.38533 0.79259 4.22232
H 2.97566 2.46086 4.21682
H -0.33922 0.81997 3.31504
H 0.19370 2.07261 2.22252
H -2.03682 2.60408 2.68690
H -1.15300 3.66384 3.75490
H -2.75316 3.77325 5.57798
H -3.66690 2.46585 5.99181
H -3.94029 2.96747 4.36422
C 5.91913 -0.72007 4.28897
O 5.09769 -1.35475 3.28708
C 5.09756 -2.77250 3.51046
C 3.98799 -3.51766 2.71364
O 4.40268 -3.71496 1.31072
C 4.54474 -2.48828 0.62568
H 5.61940 -0.89180 5.32279
H 5.72317 0.32827 4.06380
H 6.97188 -0.97333 4.16377
H 4.97720 -2.90123 4.58612
H 6.11318 -3.05245 3.23075
H 2.99668 -3.07409 2.80668
H 3.81512 -4.49591 3.16223
H 3.74918 -1.76681 0.81185
H 4.65042 -2.60853 -0.45250
H 5.48743 -2.02714 0.92023
C -2.65726 3.26727 0.27964
O -1.66255 2.23255 0.23285
C -2.12685 1.08695 -0.49025
C -1.01774 -0.03871 -0.58496
O -0.64385 -0.68804 0.64228
C 0.59917 -1.35169 0.53238
H -2.92699 3.56007 -0.73506
H -2.33371 4.13840 0.84934
H -3.58329 2.88101 0.70554
H -2.49193 1.27044 -1.50078
H -3.05142 0.67933 -0.08147
H -0.14838 0.33916 -1.12305
H -1.44225 -0.84927 -1.17732
H 0.54135 -2.13081 -0.22771
H 0.89964 -1.70874 1.51744
H 1.43855 -0.70679 0.27230
C -2.28848 2.63457 -5.58303
C -2.62252 2.74190 -4.09918
C -1.64756 3.84003 -3.69048
O -1.49888 4.66199 -4.77783
C -1.56069 3.92181 -6.02417
H -3.23562 2.56442 -6.11792
H -1.77359 1.70612 -5.82996
H -2.56311 1.81991 -3.52080
H -3.63629 3.11713 -3.95923
H -0.64380 3.53981 -3.38978
H -2.06589 4.41859 -2.86685
H -0.57620 3.75256 -6.46036
H -2.16106 4.50994 -6.71824
C 1.64310 -6.34906 -0.59354
C 1.23407 -4.88304 -0.59894
C 0.40902 -4.75253 0.68329
O -0.11772 -5.99221 0.84212
C 0.92133 -6.94829 0.56743
H 2.69691 -6.44667 -0.33266
H 1.45392 -6.87049 -1.53185
H 0.74064 -4.58376 -1.52363
H 2.13817 -4.27459 -0.62140
H -0.34018 -3.96115 0.70557
H 1.07633 -4.52400 1.51430
H 0.45294 -7.90393 0.33194
H 1.34379 -7.10823 1.55942

Values from the calculation:
- highest occupied orbital energy (spin up / spin down) (eV) = -10.7 / -10.7
- 2S+1 = 2
- net charge = +1
- LUMO level (spin up / spin down) (eV) = -2.567 / -8.673
- orbital gap (spin up / spin down) (eV) = 8.13 / 2.02

***

Q: The lowest net charge belongs to which entry?
A: C20H31BrCrF2O

***

Q: Number 2 is which compound?
A: C4H6N2O2

***

Q: Among the records above, which one has the highest 2S+1?
A: C20H31BrCrF2O